21
Properties=species:S:1:pos:R:3:forces:R:3 method="wB97M-V/def2-TZVPD" smiles=CNCCCN.O total_charge=0 fmax_ha_per_bohr=0.0373 de_lowest_kj_mol=153.9
C 1.3449 0.7733 0.2965 0.84 0.15 1.00
C 0.2826 1.5852 -0.4161 0.52 0.86 -0.11
C -1.1815 1.1912 -0.1085 1.07 -0.26 -1.57
C -2.8195 1.2120 1.7157 0.37 -0.55 -0.25
N -1.4240 1.1275 1.3032 0.02 0.24 0.11
N 1.6262 -0.6173 -0.0427 -0.64 -0.13 -0.13
H 1.1134 0.8552 1.3647 -0.07 -0.45 0.03
H 2.3201 1.2727 0.2843 -0.18 0.24 -0.46
H 0.4906 2.6080 -0.0769 -0.43 0.02 0.22
H 0.5481 1.6636 -1.4788 -0.59 -0.45 -0.11
H -1.3510 0.2731 -0.7082 -0.25 -0.26 0.54
H -1.8489 1.8973 -0.5986 -0.04 0.35 0.28
H -3.3328 1.8775 1.0270 -0.12 0.14 0.11
H -3.3152 0.2363 1.6776 -0.23 0.02 0.00
H -2.8918 1.6003 2.7271 -0.05 0.08 0.09
H -0.9428 0.3312 1.6990 -0.19 0.07 0.17
H 1.9467 -0.7166 -1.0008 0.02 0.19 0.05
H 0.7660 -1.1480 0.0105 -0.03 -0.24 0.02
H 2.9388 -5.9874 -2.0842 -0.34 -0.01 0.36
H 2.5599 -4.6407 -2.7971 0.19 -0.55 0.27
O 3.1701 -5.3946 -2.7936 0.15 0.56 -0.63



14
Properties=species:S:1:pos:R:3:forces:R:3 method="wB97M-V/def2-TZVPD" total_charge=0 fmax_ha_per_bohr=0.0471 de_lowest_kj_mol=233.3
C -2.5633 0.4050 0.0804 0.99 -0.55 2.14
C -1.5107 -0.6810 -0.1047 0.62 1.69 -0.29
C 2.3238 -0.9336 0.3228 0.34 0.49 0.06
H -3.1682 0.5055 -0.7819 -0.52 0.33 -0.95
H -2.0970 1.3495 0.4358 -0.16 -0.56 -0.73
H -3.2280 0.1241 0.9205 0.12 -0.12 -0.44
H -1.7814 -1.6694 -0.4165 -0.60 -0.69 0.04
H 2.9216 -1.6188 0.8844 0.22 -0.51 0.20
H 2.4381 2.0964 -0.2579 0.07 -0.09 -0.01
H 1.1331 1.0331 -0.4363 0.20 0.32 -0.20
N -0.2740 -0.3759 -0.0290 -0.47 -0.15 0.28
N 2.8185 0.2364 0.2111 -0.11 -0.32 0.05
N 2.1431 1.1645 -0.5079 -0.61 0.05 -0.03
S 0.8445 -1.6359 -0.3209 -0.08 0.11 -0.12



99
Properties=species:S:1:pos:R:3:forces:R:3 method="wB97M-V/def2-TZVPD" total_charge=+1 e_tot_ev=-601060.3328 fmax_ha_per_bohr=0.0393
C -0.4189 -2.3877 1.9075 0.44 0.49 -0.34
C 0.5565 -2.6459 1.2446 0.31 -0.05 -0.22
C 1.7967 -2.7938 0.4034 -0.16 0.56 0.39
C 2.4678 -1.3770 0.2330 -1.32 0.91 0.32
C 2.6184 -1.0163 -1.2776 -0.28 -1.75 -0.55
N 3.6152 0.0791 -1.5266 0.15 -0.40 1.19
C 3.8522 0.9700 -0.3227 1.05 1.39 -0.08
N 2.6290 1.7175 -0.0224 -0.29 -0.90 -0.32
B 4.9438 2.0729 -0.8665 1.35 0.72 0.28
O 5.6943 1.8251 -2.0241 -1.87 -0.04 0.07
O 5.1488 3.2850 -0.2577 -0.38 -1.19 0.06
C 4.4015 0.0572 0.8052 0.19 -0.82 0.40
C 4.5789 0.7486 2.1995 1.55 -0.80 0.82
F 3.5059 1.4714 2.6166 0.31 -0.14 -0.81
F 4.7099 -0.3026 3.1163 -0.10 0.71 -0.74
C 5.8721 1.5627 2.3583 0.16 1.94 0.53
C 5.8189 2.8030 3.0730 0.74 -0.33 -0.58
C 6.9938 3.5737 3.1923 0.32 -0.04 -0.07
C 8.2370 3.1648 2.6499 -0.38 -0.80 -0.51
C 8.2956 1.9398 1.9546 -0.65 0.51 0.78
C 9.5629 1.3876 1.2885 -1.41 -0.10 -1.10
F 10.0895 0.3483 1.9537 0.21 0.80 -0.07
F 10.4671 2.3353 1.0118 -0.07 -0.56 0.71
F 9.1742 0.8806 0.0646 0.37 0.14 0.55
C 7.1179 1.1819 1.8448 -0.22 -0.99 -0.55
N 3.6869 -1.2143 1.0152 -0.50 0.08 -1.19
H -1.2452 -1.9532 2.4585 0.44 -0.63 -0.26
H 1.5543 -3.2030 -0.5954 -0.02 0.05 0.53
H 2.5284 -3.4704 0.8838 -0.43 0.19 -0.20
H 1.7288 -0.6605 0.6534 0.57 -0.30 -0.32
H 1.6643 -0.7928 -1.7913 0.42 0.15 0.58
H 3.0213 -1.9222 -1.7896 -0.16 0.67 0.15
H 3.4113 0.6662 -2.3392 0.00 -0.31 0.00
H 4.5237 -0.3730 -1.6832 -0.16 0.38 -0.37
H 2.8213 2.5062 0.5906 -0.16 -0.27 -0.05
H 2.2158 2.0962 -0.8775 0.11 0.06 0.32
H 5.4841 2.5145 -2.6778 0.80 -0.04 0.11
H 4.8834 3.2745 0.6761 0.02 0.40 -0.18
H 5.4335 -0.2319 0.4910 -0.55 0.47 0.26
H 4.8801 3.1784 3.5016 0.48 -0.28 -0.18
H 6.9688 4.5405 3.7145 -0.13 -0.55 -0.22
H 9.1544 3.7638 2.7075 -0.61 -0.08 0.17
H 7.1835 0.2236 1.3012 0.09 0.55 0.34
H 4.3003 -2.0218 0.9613 -0.05 0.23 0.02
C 1.3756 5.2111 -0.8296 -0.13 0.25 0.15
Cl 2.8537 5.9027 -0.1457 -0.09 -0.08 -0.02
Cl 1.7895 4.2145 -2.2443 0.13 0.21 -0.02
Cl 0.5761 4.1976 0.3834 0.06 -0.02 -0.15
Cl 0.2897 6.5119 -1.3232 0.19 -0.25 -0.22
C 1.5566 0.8557 6.1607 0.08 -0.17 0.13
Cl 0.6318 2.1353 5.3462 0.04 -0.01 0.01
Cl 2.3352 1.5220 7.6000 0.02 -0.52 -0.18
Cl 0.4628 -0.4542 6.6307 0.21 0.34 -0.11
Cl 2.7895 0.2303 5.0565 -0.29 -0.01 0.39
C -1.3604 2.3307 -3.9887 -0.32 0.15 -0.16
Cl -1.2837 2.5308 -5.7411 0.06 -0.05 0.18
Cl -2.7367 1.3048 -3.5670 0.90 0.30 0.08
Cl 0.1429 1.5594 -3.4165 0.00 -0.17 -0.03
Cl -1.5459 3.9107 -3.2197 0.01 -0.17 -0.03
C -2.3156 -2.1695 8.8504 -0.08 0.02 0.10
Cl -3.2259 -0.8902 8.0322 0.08 -0.08 0.03
Cl -1.5321 -1.5077 10.2912 -0.04 -0.04 -0.13
Cl -3.4161 -3.4714 9.3194 0.10 0.10 -0.05
Cl -1.0809 -2.8081 7.7502 -0.20 -0.24 0.13
C -7.0599 0.0480 -3.4983 -0.19 -0.08 0.03
Cl -7.3785 -0.1902 -1.7737 0.04 0.00 -0.11
Cl -7.4276 -1.4417 -4.3764 0.05 0.11 0.04
Cl -8.0720 1.3621 -4.1101 0.12 -0.08 0.05
Cl -5.3494 0.4641 -3.7321 -0.80 -0.18 -0.10
C -2.0279 7.1029 2.4291 -0.07 0.05 0.09
Cl -2.0202 6.9309 4.1894 0.01 -0.01 -0.14
Cl -2.8943 8.5772 1.9821 0.08 -0.13 0.02
Cl -0.3605 7.1957 1.8370 -0.11 0.15 0.27
Cl -2.8304 5.7008 1.7009 0.07 0.06 0.02
C -7.3259 -5.5056 -4.9385 0.06 -0.05 0.07
Cl -8.9635 -5.3226 -5.5882 0.10 0.02 0.00
Cl -6.8930 -7.2172 -4.9066 0.09 0.15 0.28
Cl -6.1800 -4.6304 -5.9647 -0.03 -0.05 0.09
Cl -7.2684 -4.8436 -3.2991 0.19 -0.18 -0.14
C 2.7216 5.1437 9.2551 -0.07 0.08 0.01
Cl 4.2028 5.8283 8.5658 -0.08 -0.05 0.04
Cl 1.8553 6.3966 10.1537 0.08 -0.10 -0.06
Cl 1.6944 4.5296 7.9521 -0.03 0.53 0.13
Cl 3.1397 3.8144 10.3482 -0.02 0.06 -0.08
C -7.5714 -9.4183 -8.6270 -0.12 0.04 0.01
Cl -8.6124 -9.7686 -10.0144 0.09 0.04 0.08
Cl -5.9367 -9.0377 -9.1977 -0.05 -0.07 0.06
Cl -8.2253 -8.0400 -7.7310 -0.15 -0.52 -0.11
Cl -7.5058 -10.8338 -7.5653 0.01 0.08 -0.06
C -8.1023 -4.6184 -9.7479 0.08 -0.03 -0.07
Cl -6.7832 -5.7788 -9.4918 -0.11 0.44 -0.20
Cl -9.6560 -5.3906 -9.4010 0.09 0.09 -0.04
Cl -7.8896 -3.2216 -8.6806 -0.03 -0.05 -0.09
Cl -8.0828 -4.0747 -11.4323 0.00 -0.04 0.10
C -11.0865 -4.5357 -1.6205 -0.04 0.00 -0.01
Cl -10.0337 -3.3482 -2.4056 -0.24 0.07 0.11
Cl -12.7651 -4.2414 -2.0961 0.12 -0.02 0.03
Cl -10.6096 -6.1666 -2.1174 -0.03 0.10 0.03
Cl -10.9355 -4.3864 0.1371 0.00 -0.01 -0.11



104
Properties=species:S:1:pos:R:3:forces:R:3 method="wB97M-V/def2-TZVPD" total_charge=+1 fmax_ha_per_bohr=0.1390 de_lowest_kj_mol=362.8
C 4.4876 3.8264 -0.4210 0.38 -0.02 -0.22
C 3.6725 3.3063 0.7716 -0.52 0.39 -0.82
P 3.7279 1.4747 1.0299 1.37 -0.36 1.25
C 2.3292 1.0997 2.2088 -0.04 0.66 -0.77
C 2.8556 0.9558 3.6462 -0.50 -0.79 -0.16
C 3.4716 0.5869 -0.5890 -2.26 1.49 -1.49
C 1.9929 0.5492 -1.1851 -0.41 0.00 0.60
B 1.7243 1.8241 -2.1144 0.03 0.49 -0.46
O 1.3163 2.9847 -1.4084 -0.77 -0.94 -0.41
N 1.8878 1.9614 -3.5474 0.62 1.82 1.61
C 3.2892 2.0627 -3.9968 0.28 -1.09 -1.25
C 1.2085 3.1968 -4.0205 0.37 -0.36 -0.90
C 1.5065 -0.9456 -1.4921 2.87 1.33 1.94
O 0.8808 -1.2907 -0.2571 -0.38 -0.80 -0.70
C -0.4534 -1.7478 -0.3286 -1.13 0.22 1.07
C -1.4998 -0.6528 -0.6277 -0.23 -1.24 -0.01
N -2.7808 -1.3701 -0.6898 0.56 0.72 -0.66
C -3.9267 -0.4791 -0.8112 -0.69 -0.88 0.58
C -4.3882 0.2290 0.4792 -1.11 0.57 -0.51
C -4.3961 -0.6458 1.7290 1.05 0.18 0.05
O -3.6644 1.4608 0.6986 0.33 -0.58 -0.13
B 0.8775 -1.3798 -2.9176 -0.39 -1.01 -0.95
O 0.6787 -2.7442 -3.0883 -0.44 0.60 0.62
O 0.4214 -0.5836 -3.9614 -0.76 0.02 1.15
C 2.9254 -1.6453 -1.4667 0.65 -1.01 -2.44
Br 3.4767 -1.2750 -3.4147 -1.03 -0.22 -0.28
C 3.1145 -3.1803 -1.3853 -0.29 -0.53 0.59
C 2.0926 -4.0411 -0.6170 0.10 -0.10 0.96
C 2.1156 -3.9105 0.9243 -0.45 0.26 -0.17
S 0.6766 -4.8327 1.6055 0.10 -0.18 0.19
N 4.0055 -0.8501 -0.7202 -0.06 1.15 1.84
Cl 4.2135 -1.4389 0.9475 -0.21 -0.81 0.19
P 5.5867 -0.6670 -1.5789 1.93 1.20 -3.02
C 6.7021 0.6377 -0.9011 0.07 -0.69 2.14
C 7.3388 0.4436 0.5144 0.12 0.67 -0.12
C 6.5277 -2.2434 -1.7372 -0.08 -0.83 1.72
C 7.0114 -2.9474 -0.4413 0.08 -0.44 -0.33
H 4.3884 4.9100 -0.5450 -0.17 -0.18 0.16
H 4.1979 3.3851 -1.3848 -0.07 0.05 0.22
H 5.5646 3.6518 -0.2919 -0.22 -0.10 0.05
H 2.6425 3.6730 0.6906 0.12 -0.15 -0.05
H 4.0966 3.7649 1.6738 -0.09 -0.44 0.04
H 1.8210 0.2064 1.8244 0.12 -0.01 0.31
H 1.6011 1.9209 2.1456 0.04 -0.21 0.01
H 2.1032 0.4216 4.2405 0.13 0.15 -0.04
H 3.7542 0.3291 3.6441 0.00 0.30 0.19
H 3.0271 1.9087 4.1498 0.23 -0.06 -0.27
H 3.9620 1.2773 -1.2867 0.80 -0.76 0.12
H 1.4247 0.8002 -0.2794 -0.35 -0.18 -0.43
H 0.3940 2.8955 -1.1238 0.34 0.25 0.45
H 3.6269 3.0954 -4.1602 -0.27 -0.05 0.37
H 4.0235 1.5562 -3.3608 -0.29 0.06 0.07
H 3.3672 1.5734 -4.9822 0.14 0.13 0.19
H 1.7406 4.1054 -3.7108 -0.27 -0.13 0.23
H 0.1660 3.2271 -3.7018 0.14 0.04 -0.10
H 1.2675 3.1883 -5.1181 -0.32 -0.05 0.18
H -0.7100 -2.0712 0.6923 0.35 0.04 -0.11
H -0.6337 -2.6498 -0.9258 0.37 0.39 -0.36
H -1.3656 -0.2104 -1.6282 0.18 0.25 0.30
H -1.5053 0.1020 0.1723 0.32 0.13 -0.35
H -2.8647 -2.0205 0.0816 -0.18 0.16 0.04
H -3.7688 0.2444 -1.6243 0.19 -0.08 0.21
H -4.7738 -1.0959 -1.1485 0.12 0.14 0.10
H -5.4323 0.5437 0.3072 0.16 -0.24 -0.13
H -4.3795 -1.7144 1.4858 -0.34 0.18 -0.01
H -5.2326 -0.4270 2.3937 0.08 -0.02 -0.15
H -3.4556 -0.4584 2.2695 -0.24 -0.02 0.03
H -3.6154 1.8540 -0.1833 0.00 0.23 0.35
H -0.1107 -2.8280 -3.6468 0.50 -0.30 -0.27
H -0.4048 -0.1586 -3.6814 0.34 0.38 -0.43
H 4.1043 -3.4284 -0.9772 -0.12 0.36 -0.01
H 3.1408 -3.5662 -2.4044 -0.20 0.15 0.13
H 2.3626 -5.0873 -0.8202 -0.06 0.21 -0.18
H 1.0574 -3.9381 -0.9371 0.28 0.27 -0.32
H 3.0590 -4.2964 1.3247 -0.27 -0.08 0.11
H 2.0002 -2.8831 1.2692 0.03 -0.11 -0.22
H 0.0039 -3.8567 2.2590 0.47 -0.07 -0.24
H 7.5242 0.7064 -1.6250 -0.46 -0.33 -0.30
H 6.1843 1.5988 -0.9314 -0.11 -0.24 -0.19
H 6.9408 -0.3914 1.0897 0.02 0.04 -0.20
H 7.1572 1.3421 1.1145 0.05 -0.18 -0.06
H 8.4238 0.3395 0.4147 -0.17 -0.15 0.13
H 7.4038 -2.0501 -2.3681 -0.37 0.50 -0.07
H 5.8962 -2.9627 -2.2707 0.05 0.35 -0.19
H 7.6511 -3.8062 -0.6838 -0.14 0.18 -0.16
H 7.6135 -2.3090 0.2070 -0.30 0.03 -0.02
H 6.1520 -3.3685 0.0898 0.23 0.25 0.19
C -8.8237 2.6229 4.1423 0.05 0.48 -0.20
O -9.5001 1.4064 4.4353 -1.99 -2.57 1.11
P -9.9081 0.4014 3.1638 3.88 3.17 -5.10
O -8.5382 0.0087 2.6972 -0.82 -0.54 0.84
O -10.5279 1.6206 2.2743 -0.42 -0.29 0.48
C -11.6241 2.3877 2.7799 -0.03 0.07 -0.16
O -10.8451 -0.6728 2.2950 -0.55 0.25 2.87
C -10.4197 -2.0364 2.2452 -0.06 -0.46 -0.02
H -8.0088 2.7213 4.8587 -0.07 -0.15 0.04
H -8.4164 2.6419 3.1336 -0.02 -0.12 0.02
H -9.5095 3.4618 4.2764 0.02 -0.04 -0.04
H -11.3727 3.4452 2.6983 0.00 -0.02 -0.01
H -11.8373 2.1570 3.8249 -0.01 0.05 -0.01
H -12.5093 2.1891 2.1763 0.01 -0.05 0.03
H -10.0585 -2.3785 3.2130 0.08 -0.08 -0.08
H -9.6370 -2.1466 1.4965 0.09 0.14 0.12
H -11.2754 -2.6427 1.9507 -0.07 0.14 0.08



21
Properties=species:S:1:pos:R:3:forces:R:3 method="wB97M-V/def2-TZVPD" total_charge=-1 fmax_ha_per_bohr=0.0687 de_lowest_kj_mol=432.4
C 2.8801 0.4561 -0.3897 -0.83 0.84 -0.99
O 3.8927 0.8027 0.3699 0.36 -0.52 0.06
C 1.9729 -0.7326 0.0202 0.86 0.26 0.78
C 0.5987 -0.6326 -0.6355 0.45 -1.22 0.81
C -0.4083 0.2023 0.1285 1.11 -0.76 0.10
C -1.3723 -0.3653 0.8782 1.06 2.42 2.35
C -2.4767 0.5679 1.4060 0.87 -1.32 0.30
H 3.0623 0.1764 -1.5025 0.46 0.15 0.41
H 2.1504 1.3269 -0.5678 -0.10 -0.13 0.17
H 2.5476 -1.6466 -0.1886 -0.46 -0.09 -0.38
H 1.8900 -0.7589 1.1120 -0.21 0.28 0.10
H 0.7149 -0.3332 -1.6806 -0.13 0.36 0.10
H 0.1785 -1.6473 -0.6653 -0.09 0.13 -0.17
H -0.3555 1.2832 0.0423 -0.41 0.07 -0.59
H -1.0543 -1.1494 1.5698 -0.63 -1.06 -1.16
H -3.2367 0.6263 0.6302 -0.16 0.43 0.18
H -2.0177 1.5086 1.7027 -0.33 0.34 -0.33
H -2.8873 0.1267 2.3140 -0.35 0.06 -0.06
H -2.2669 0.7011 -1.9092 -0.12 -0.20 -0.19
H -1.5698 -0.2650 -0.9120 -2.30 -0.35 -2.37
O -2.2424 -0.2473 -1.7224 0.97 0.32 0.88



What did the second record say?
14
Properties=species:S:1:pos:R:3:forces:R:3 method="wB97M-V/def2-TZVPD" total_charge=0 fmax_ha_per_bohr=0.0471 de_lowest_kj_mol=233.3
C -2.5633 0.4050 0.0804 0.99 -0.55 2.14
C -1.5107 -0.6810 -0.1047 0.62 1.69 -0.29
C 2.3238 -0.9336 0.3228 0.34 0.49 0.06
H -3.1682 0.5055 -0.7819 -0.52 0.33 -0.95
H -2.0970 1.3495 0.4358 -0.16 -0.56 -0.73
H -3.2280 0.1241 0.9205 0.12 -0.12 -0.44
H -1.7814 -1.6694 -0.4165 -0.60 -0.69 0.04
H 2.9216 -1.6188 0.8844 0.22 -0.51 0.20
H 2.4381 2.0964 -0.2579 0.07 -0.09 -0.01
H 1.1331 1.0331 -0.4363 0.20 0.32 -0.20
N -0.2740 -0.3759 -0.0290 -0.47 -0.15 0.28
N 2.8185 0.2364 0.2111 -0.11 -0.32 0.05
N 2.1431 1.1645 -0.5079 -0.61 0.05 -0.03
S 0.8445 -1.6359 -0.3209 -0.08 0.11 -0.12